Entry 1:
16
Properties=species:S:1:pos:R:3:forces:R:3 method="wB97M-V/def2-TZVPD" e_above_lowest_kcal_mol=0.0 s2=0.7866 spin_multiplicity=2 fmax_ev_per_a=2.080 charge=+1 lumo_ev="-5.22 / -7.54" energy_ha=-234.265879
C 0.498 0.562 1.643 -0.2 -1.2 -0.1
C 0.648 -0.299 0.438 0.8 1.1 -0.9
C -0.377 -0.442 -0.496 -0.7 -0.6 -0.1
C -1.564 0.303 -0.489 0.1 0.6 0.3
C -2.452 0.318 -1.526 0.7 0.6 -1.8
C 2.012 -0.793 0.036 -0.3 -0.8 1.5
H -0.474 0.366 2.105 0.2 0.1 0.1
H 1.310 0.275 2.313 -0.2 0.7 0.2
H 0.499 1.613 1.343 0.3 0.0 0.1
H -0.176 -1.110 -1.330 -0.2 0.0 0.0
H -1.718 1.119 0.213 0.3 -0.3 0.3
H -2.413 -0.373 -2.361 -0.1 -0.5 0.3
H -2.924 1.256 -1.823 -0.6 -0.3 0.8
H 2.592 -0.999 0.945 0.0 0.3 -0.2
H 1.977 -1.755 -0.478 -0.1 0.3 -0.4
H 2.563 -0.041 -0.535 -0.2 0.0 -0.1

=====

Entry 2:
14
Properties=species:S:1:pos:R:3:forces:R:3 method="wB97M-V/def2-TZVPD" e_above_lowest_kcal_mol=9.6 fmax_ev_per_a=2.950 charge=0 lumo_ev=0.93 energy_ha=-717.258986
C 0.295 -1.954 0.036 -1.9 -0.1 2.3
C 0.571 -0.482 -0.017 -0.5 -0.3 -1.0
C -0.518 0.545 0.299 0.9 0.3 -0.6
C -0.082 1.872 -0.339 -1.4 -0.4 1.9
H -0.512 -2.188 -0.642 -0.1 -0.4 -0.4
H -0.153 -2.049 1.063 0.3 -0.6 -0.7
H 1.111 -2.677 -0.010 0.1 0.6 -0.3
H 0.763 -0.200 -1.027 1.0 0.1 -0.9
H 1.400 -0.288 0.634 0.5 0.7 0.2
H -0.311 1.807 -1.362 0.0 0.2 -1.4
H -0.705 2.620 0.144 0.0 0.3 -0.2
H 0.939 2.087 -0.122 0.8 0.0 0.0
F -0.608 0.711 1.635 -0.2 0.0 1.1
Cl -2.191 0.196 -0.291 0.4 -0.4 0.0